Here is 2 unconnected molecules or ions with the total composition C6H6 at a distorted geometry from OMol25. Energies are from ωB97M-V/def2-TZVPD.

The geometry in XYZ format:
```
12
Properties=species:S:1:pos:R:3:forces:R:3:mulliken_charge:R:1
C 2.003465 1.617258 -1.015592 -0.13 0.61 0.43 -0.0460
C 2.473923 0.919752 0.095364 1.50 2.28 0.24 -0.6350
C 1.566847 -0.117397 0.233437 -0.70 -2.18 -0.71 1.0026
C 1.459596 -1.308467 0.760014 0.09 -0.17 0.14 -0.7063
C 0.923304 0.825058 -0.672469 -0.75 1.20 -0.30 -0.5024
C -1.954762 -0.138107 0.489957 2.47 -1.68 0.25 -0.7179
H 2.168350 2.656466 -1.370248 -0.07 -1.36 -0.19 0.2999
H 0.629725 -1.977596 0.702472 -0.46 -0.02 -0.26 0.3476
H 2.316311 -1.645839 1.280201 0.66 -0.44 0.65 0.2529
H -1.173056 -0.810675 1.010493 -1.71 0.98 -0.73 0.1219
H -1.946505 -0.294500 -0.601088 -0.44 0.41 0.69 0.2802
H -1.993827 0.829276 0.952833 -0.45 0.37 -0.20 0.3024
```
Positions in Å, forces in eV/Å.

Output
**Spin multiplicity**: 1
**ΔE to the lowest compared entry with this formula, charge and spin**: 9.3520 eV
**Max |F|**: 2.99 eV Å⁻¹
**Total energy**: -6309.8482 eV